(1)
A molecular structure, C36H39F3N2O3V in a non-equilibrium geometry, computed with wB97M-V/def2-TZVPD.

The geometry in ORCA input format:
```
! wB97M-V def2-TZVPD RIJCOSX def2/J DEFGRID3
* xyz -1 3
H 1.117 3.063 -1.561
H 0.308 4.347 -0.648
H -3.415 -0.230 1.474
C -0.634 2.425 -0.504
C -2.457 -3.270 -1.308
C -0.629 -0.710 3.797
H -3.098 -3.800 -0.622
C 3.175 0.571 -2.881
H -0.019 1.733 -3.213
C 4.014 1.695 -2.899
H 1.277 3.122 0.185
C -1.399 1.900 -1.579
C -2.537 1.251 -1.021
O -0.009 -2.695 2.675
C -2.465 1.383 0.395
C 3.085 -0.303 2.337
H 0.085 -2.526 4.731
C 3.360 -0.407 -3.869
H 2.693 -1.259 -3.880
H 4.471 -1.033 -5.581
H -1.685 1.437 -3.663
C 5.182 0.849 -4.827
H -2.748 -4.533 -2.998
O -1.845 -1.584 0.260
C 3.706 -1.569 2.524
H -0.379 -0.037 4.621
C -0.852 2.582 2.067
H -1.356 2.040 2.867
C 2.157 0.442 -1.901
H -1.682 -0.989 3.880
H -4.498 1.078 0.995
H 1.355 -5.127 0.887
H 1.911 -3.436 2.603
F 6.692 0.239 5.783
C 0.263 -1.925 3.825
C 1.081 -0.027 0.650
C -1.047 2.051 -3.026
C 4.609 0.583 4.024
H 3.144 1.750 3.001
C 4.350 -0.266 -4.825
H -3.862 -0.420 -1.358
C 4.724 -1.739 3.431
H -2.014 -4.175 -5.028
H -1.151 3.091 -3.348
N -1.465 -2.968 -3.436
H -3.418 0.462 -2.817
H -0.273 -3.808 -4.956
C -1.290 2.109 0.717
H 0.701 -4.535 3.282
N -0.922 -1.432 -1.735
H 0.220 2.428 2.207
H 3.878 2.456 -2.140
H -4.580 1.151 -1.685
C -1.276 -3.406 -4.808
H -0.374 -4.763 1.039
C -3.652 0.575 -1.758
H 5.174 -2.719 3.544
C -2.267 -3.657 -2.580
H 3.363 -2.404 1.927
C 5.004 1.829 -3.858
C -1.745 -2.088 -0.890
H -0.487 -0.165 2.864
C 0.630 -4.344 1.120
F 7.382 -1.464 4.633
H 4.961 1.426 4.605
C 5.193 -0.669 4.199
V -0.663 0.159 -0.340
C 1.281 0.328 -1.055
F 5.917 -1.742 6.188
H 1.319 -1.622 3.827
C 2.025 -0.139 1.459
C 3.586 0.769 3.120
H 5.956 0.954 -5.577
H -3.380 1.310 2.337
H -1.061 3.648 2.200
C -0.775 -1.798 -3.038
C -3.489 0.853 1.352
H 0.723 -3.548 0.380
C 0.870 -3.776 2.501
C 6.277 -0.898 5.184
H 5.643 2.704 -3.846
O -0.106 -1.210 -3.869
C 0.581 3.286 -0.640
H -1.402 -2.566 -5.486
*
```

Kohn-Sham gap (spin up / spin down) (eV): 5.62 / 5.40
Energy relative to the best compared isomer or geometry (same formula, charge and spin) (eV): 0.908
E_HOMO (spin up / spin down) (eV): -3.2 / -2.9

---

(2)
A molecular structure, C4H5NO in a non-equilibrium geometry, computed with wB97M-V/def2-TZVPD.

The geometry in ORCA input format:
```
! wB97M-V def2-TZVPD RIJCOSX def2/J DEFGRID3
* xyz 0 1
H -1.292 -0.531 -2.550
C 0.187 -0.011 0.248
O -1.591 0.191 0.506
H 0.784 -0.456 2.216
C 0.311 -0.313 -1.035
C 0.949 0.311 1.456
H 2.025 0.404 1.262
N -2.065 -0.048 -0.704
H 1.230 -0.522 -1.647
H 0.563 1.275 1.783
C -1.102 -0.303 -1.527
*
```

Kohn-Sham gap (eV): 10.10
Energy relative to the best compared isomer or geometry (same formula, charge and spin) (eV): 3.187
E_HOMO (eV): -9.3

---

(3)
A molecular structure, C21H16BrCrF6N7O5S3, computed with wB97M-V/def2-TZVPD.

The geometry in ORCA input format:
```
! wB97M-V def2-TZVPD RIJCOSX def2/J DEFGRID3
* xyz 1 4
H 3.515 -0.539 -4.352
O -2.279 -1.402 1.213
N -0.214 -2.206 -3.789
S -0.800 -2.120 -1.136
H -1.147 4.954 -2.833
C 3.210 -1.577 -4.493
H -4.623 1.657 -2.181
F -4.723 -1.336 2.684
H 4.417 0.896 1.565
C -0.967 2.017 -1.127
N -1.698 0.925 -0.745
C 3.847 0.025 1.863
H 2.112 -1.995 -0.822
C -1.531 3.045 -1.895
C 3.688 -2.088 2.983
C 1.158 3.122 -1.118
O -1.473 -3.183 2.782
F -4.297 -3.411 2.232
O -0.910 0.951 2.101
H 2.575 1.832 0.563
C -3.944 -2.372 2.973
C 1.835 -1.801 -3.985
O 0.464 -1.349 1.591
H 2.208 3.180 -0.868
N 2.321 -1.360 -1.591
C 0.395 2.056 -0.734
O -1.118 1.324 4.526
H 3.928 -2.225 -3.987
C 4.433 -0.958 2.604
C 1.952 0.946 0.658
C 0.589 4.175 -1.870
C 2.368 -2.213 2.629
H -3.355 3.686 -2.859
F -3.034 2.787 2.995
S -1.630 0.671 3.376
N 1.481 -1.698 -2.657
N 0.792 -2.113 -4.695
C 2.494 -0.095 1.462
F -4.049 -2.666 4.253
F -4.105 1.207 4.027
H 1.780 -3.070 2.928
F -3.760 1.076 1.887
H -1.145 -2.457 -4.079
H 4.165 -2.864 3.568
C -3.258 1.482 3.055
N 0.821 0.925 0.030
H -3.479 -0.074 -0.798
C 0.168 -1.961 -2.533
S -2.187 -1.974 2.597
C -2.888 2.905 -2.272
C -2.951 0.813 -1.127
H 3.279 -1.502 -1.891
H 3.227 -1.806 -5.554
C -0.720 4.147 -2.253
Br 6.239 -0.810 3.131
C 1.734 -1.214 1.871
C -3.589 1.794 -1.901
H 1.214 5.015 -2.142
N -1.852 -0.851 3.639
Cr -0.681 -0.325 0.502
*
```

Kohn-Sham gap (spin up / spin down) (eV): 6.96 / 7.03
Energy relative to the best compared isomer or geometry (same formula, charge and spin) (eV): 0.000
E_HOMO (spin up / spin down) (eV): -10.8 / -10.9

---

(4)
A molecular structure, C10H10BrClGdO4 in a non-equilibrium geometry, computed with wB97M-V/def2-TZVPD.

The geometry in ORCA input format:
```
! wB97M-V def2-TZVPD RIJCOSX def2/J DEFGRID3
* xyz -1 8
C -2.009 -0.318 0.511
Cl 1.218 0.426 1.574
C -2.070 0.607 -1.606
H -2.067 1.347 -2.413
H -2.047 -1.394 -2.642
O 0.445 1.623 1.200
H 3.244 1.165 -2.544
C -1.983 -0.824 -1.725
C 0.651 -0.739 -3.619
C 2.010 -0.639 -3.170
H 2.751 -1.436 -3.280
O 0.330 -0.758 1.556
C -2.118 0.907 -0.210
C 1.134 1.501 -3.266
C -1.868 -1.386 -0.418
H -2.303 1.890 0.225
Gd 0.620 -0.171 -1.271
H 0.116 -1.650 -3.902
H -2.179 -0.429 1.576
O 2.218 0.268 0.420
C 0.152 0.589 -3.745
H 1.046 2.593 -3.335
C 2.280 0.745 -2.857
Br 1.027 -2.822 -0.877
H -1.723 -2.443 -0.169
H -0.755 0.880 -4.281
O 1.951 0.479 2.801
*
```

Kohn-Sham gap (spin up / spin down) (eV): 6.22 / 7.02
Energy relative to the best compared isomer or geometry (same formula, charge and spin) (eV): 0.000
E_HOMO (spin up / spin down) (eV): -4.3 / -4.3

---

(5)
3 unconnected molecules or ions with the total composition C4H14NO2 in a non-equilibrium geometry, computed with wB97M-V/def2-TZVPD.

The geometry in ORCA input format:
```
! wB97M-V def2-TZVPD RIJCOSX def2/J DEFGRID3
* xyz 1 1
H 1.095 -3.308 1.114
H 0.216 -1.227 0.036
C 1.516 1.211 0.776
H 1.265 2.071 -1.171
H 2.519 0.861 1.015
N -0.534 -0.660 -0.344
O 0.943 -2.487 1.608
C -0.009 0.433 -1.185
H 2.158 0.606 -1.197
C -0.586 0.641 -2.353
H -0.378 1.473 -2.982
H 1.508 2.239 1.130
H -1.076 -1.289 -0.926
H 0.801 0.607 1.336
H -2.698 0.464 1.929
H 1.059 -2.852 2.496
C 1.274 1.063 -0.751
O -2.739 0.246 0.990
H -3.683 0.117 0.824
H -1.458 0.124 -2.720
H -1.193 -0.335 0.374
*
```

Kohn-Sham gap (eV): 11.06
Energy relative to the best compared isomer or geometry (same formula, charge and spin) (eV): 1.254
E_HOMO (eV): -14.1

---

(6)
3 unconnected molecules or ions with the total composition C3H10O4 in a non-equilibrium geometry, computed with wB97M-V/def2-TZVPD.

The geometry in ORCA input format:
```
! wB97M-V def2-TZVPD RIJCOSX def2/J DEFGRID3
* xyz 0 1
O 0.641 -1.912 -0.867
C -1.145 -0.406 2.008
H -0.458 3.591 0.766
H 0.911 4.098 1.199
H 2.481 -0.199 -3.792
O 1.606 -0.260 -4.189
O -0.019 4.114 1.448
C -0.745 -0.577 0.551
H 1.511 0.578 -4.663
C -0.020 -1.895 0.310
H -1.643 -0.737 -0.048
O -0.008 -2.829 1.065
H -0.160 0.224 0.105
H -1.295 -1.338 2.548
H -0.445 0.202 2.587
H 0.856 -2.840 -1.046
H -2.068 0.186 2.020
*
```

Kohn-Sham gap (eV): 10.94
Energy relative to the best compared isomer or geometry (same formula, charge and spin) (eV): 0.340
SMILES: CCC(=O)O.O.O
E_HOMO (eV): -10.5